Below is a structure of composition C6H14O in a non-equilibrium geometry, with properties calculated with ωB97M-V/def2-TZVPD.

Summary:
* total energy: -312.12724 Eh
* frontier orbital gap: 8.958 eV
* M: 102.18 u
* energy relative to the best compared isomer or geometry (same formula, charge and spin): 80.2 kcal/mol

Last column: Mulliken charge in e.
Atoms and positions in Å:
1 C -0.848 -1.065 0.629  0.5223
2 C -1.427 -1.793 1.831  -1.4146
3 C -0.206 0.477 1.246  -1.2512
4 O -1.728 -0.827 -0.346  -0.6734
5 H -1.085 -0.274 -1.226  0.3448
6 H 0.052 -1.591 0.264  0.1461
7 H -1.780 -2.771 1.503  0.3690
8 H -0.666 -1.943 2.598  0.3246
9 H -2.263 -1.235 2.250  0.3749
10 H 0.721 0.350 1.802  0.2394
11 H -1.015 0.648 1.948  0.4305
12 H -0.228 1.381 0.643  0.4164
13 C 1.886 1.637 -0.937  -1.2594
14 C 1.142 0.399 -1.295  0.1531
15 C -0.007 0.373 -2.060  -0.7932
16 H 1.639 -0.536 -1.064  0.3422
17 H 2.284 1.591 0.077  0.3219
18 H 1.271 2.529 -1.054  0.3558
19 H 2.744 1.730 -1.609  0.3776
20 H -0.397 1.329 -2.395  0.2845
21 H -0.088 -0.409 -2.809  0.3885